1.
20
Properties=species:S:1:pos:R:3:forces:R:3 method="wB97M-V/def2-TZVPD" homo_energy_ha=-0.61756 charge=+2 orbital_gap_ha=0.3125
C -0.31918 2.38360 -2.49508 -1.45 0.43 -0.54
O -0.60258 2.65180 -3.67135 0.02 0.03 0.87
O 0.78872 1.90301 -2.11506 0.41 -1.20 1.03
Na -1.98469 3.74579 -4.89506 0.06 0.05 -0.17
O -0.64169 -0.93885 -1.30271 -0.43 -0.58 0.31
C -1.51035 -1.43783 -0.39483 -1.58 0.62 0.19
C -1.23165 -1.00873 0.99111 0.73 -1.71 0.30
O -0.09121 -0.50486 1.14715 -0.62 0.36 -1.07
C 0.77786 -0.38660 2.31514 0.39 0.52 0.85
C 2.14220 -0.80672 1.75461 0.31 -0.69 1.24
O 2.38824 -0.22481 0.52961 -0.15 0.04 0.28
Y 1.18406 -0.06549 -1.07027 0.89 1.58 -1.75
H -1.54775 -2.55395 -0.30130 0.09 0.24 0.05
H -2.58037 -1.17665 -0.57769 0.29 -0.16 -0.20
H -1.80407 -1.35090 1.86427 -0.07 0.35 -0.16
H -1.12897 2.55175 -1.69817 0.98 -0.09 -0.70
H 0.38349 -1.02016 3.11807 0.17 0.17 -0.16
H 0.74403 0.67735 2.57374 0.03 -0.25 0.03
H 2.14767 -1.91526 1.70405 0.12 0.38 -0.07
H 2.88623 -0.52250 2.52376 -0.20 -0.09 -0.33

***

2.
14
Properties=species:S:1:pos:R:3:forces:R:3 method="wB97M-V/def2-TZVPD" homo_energy_ha=-0.31299 orbital_gap_ha=0.3548 smiles="C1=COCCC1"
C 0.57417 -0.55380 1.06158 0.53 0.15 -1.19
C -0.31620 0.59432 1.22103 -0.55 0.30 0.14
C 1.04645 -0.27080 -0.50410 -0.14 -0.47 0.99
C -0.22776 -0.19953 -1.41367 -0.45 -0.29 0.78
O -1.46746 -0.30133 -0.59669 0.50 0.15 -0.27
C -1.39208 0.59438 0.43986 0.02 0.52 0.17
H -0.02526 -1.47898 1.18414 0.42 0.34 -0.69
H 1.25900 -0.57128 1.93875 0.48 0.05 -1.33
H 0.07878 1.46892 1.71447 -0.70 0.08 0.72
H 1.72126 -1.04812 -0.84572 0.09 -0.17 -0.20
H 1.57629 0.69840 -0.59645 -0.22 -0.58 0.50
H -0.28751 -1.02700 -2.12917 0.01 0.03 0.38
H -0.29398 0.73068 -2.01462 0.15 -0.34 0.58
H -2.21822 1.27237 0.59410 -0.16 0.23 -0.58

***

3.
14
Properties=species:S:1:pos:R:3:forces:R:3 method="wB97M-V/def2-TZVPD" homo_energy_ha=-0.31042 orbital_gap_ha=0.3543
C -0.87785 -1.55255 0.23847 0.45 0.40 0.61
C 0.23563 -0.64080 -0.21828 3.32 0.20 -0.65
C -0.09666 0.62459 -1.04556 -0.09 -0.20 -0.06
C 0.36765 1.51356 0.06742 -1.35 0.58 -0.54
O -0.14349 0.90124 1.25239 -0.15 2.59 1.25
C 1.24972 0.65186 0.78172 -3.12 -2.60 0.81
H -1.75206 -0.99600 0.57464 0.09 -0.02 0.03
H -0.53244 -2.20559 1.04222 -0.10 0.00 -0.01
H -1.17305 -2.19999 -0.60468 0.23 0.32 0.12
H 1.11983 -1.16264 -0.51899 -0.14 -0.86 -1.24
H -1.16056 0.73305 -1.28907 0.17 -0.09 0.03
H 0.50482 0.69917 -1.95960 -0.11 -0.01 0.18
H 0.37204 2.58230 0.11381 0.07 0.53 -0.26
H 1.88644 1.05180 1.56551 0.75 -0.85 -0.27

***

| no. | energy (Eh) |
| --- | --- |
| 1 | -771.6867 |
| 2 | -270.4817 |
| 3 | -270.3767 |